No. 1
{"formula": "C24H39GeN2O3PtSi3", "method": "ωB97M-V/def2-TZVPD", "symbols": ["Pt", "C", "O", "C", "C", "C", "C", "C", "C", "N", "N", "C", "O", "C", "C", "C", "C", "C", "C", "C", "O", "H", "H", "H", "H", "H", "H", "H", "H", "H", "H", "H", "H", "C", "Si", "C", "C", "Ge", "Si", "C", "C", "C", "Si", "C", "C", "C", "H", "H", "H", "H", "H", "H", "H", "H", "H", "H", "H", "H", "H", "H", "H", "H", "H", "H", "H", "H", "H", "H", "H", "H", "H", "H", "H"], "positions_angstrom": [[0.8113, 0.0205, 0.0016], [3.3643, -2.1559, -3.4646], [2.9142, -1.1526, -4.3852], [2.6872, 0.1116, -4.0558], [2.7013, 1.0239, -5.0980], [2.4957, 2.3692, -4.8556], [2.2876, 2.8398, -3.5552], [2.1920, 1.9802, -2.4786], [2.0786, 2.5615, -1.1663], [1.8476, 1.9404, -0.0602], [1.9816, 2.5268, 1.1057], [1.6650, 1.8047, 2.1802], [1.1366, 0.6462, 2.1275], [1.9562, 2.4154, 3.4851], [2.0464, 1.6011, 4.6145], [2.3349, 2.1588, 5.8467], [2.5215, 3.5305, 5.9618], [2.4170, 4.3458, 4.8420], [2.1428, 3.7936, 3.6043], [2.3223, 0.5503, -2.7028], [2.1142, -0.3231, -1.8174], [3.6819, -2.9886, -4.0841], [2.5695, -2.4778, -2.7982], [4.2063, -1.7953, -2.8742], [2.9236, 0.6595, -6.0918], [2.5398, 3.0679, -5.6797], [2.2093, 3.9052, -3.3787], [2.2791, 3.6282, -1.0992], [1.9118, 0.5317, 4.5168], [2.4143, 1.5230, 6.7182], [2.7494, 3.9647, 6.9261], [2.5519, 5.4148, 4.9358], [2.0600, 4.4165, 2.7246], [-0.9002, -1.8831, -3.4778], [-2.1900, -0.9659, -2.4696], [-3.8998, -1.7267, -2.5206], [-2.1606, 0.9008, -2.7307], [-1.2746, -1.0018, -0.0903], [-0.7912, -3.3997, 0.8708], [-0.1083, -2.8972, 2.5423], [0.5039, -3.9259, -0.3798], [-2.4454, -4.2723, 0.8036], [-2.6717, 0.4227, 1.7251], [-2.5020, 2.1068, 0.9179], [-4.3322, -0.4227, 1.5198], [-1.8376, 0.2354, 3.3827], [-1.0880, -1.7207, -4.5426], [-0.9339, -2.9588, -3.3000], [0.1076, -1.5263, -3.2552], [-4.2721, -1.6808, -3.5481], [-4.6082, -1.1871, -1.8910], [-3.9014, -2.7750, -2.2198], [-2.0041, 1.1244, -3.7890], [-1.3528, 1.3711, -2.1664], [-3.1045, 1.3581, -2.4311], [0.3604, -1.9116, 2.4877], [0.6581, -3.6072, 2.8643], [-0.8856, -2.8718, 3.3067], [1.2679, -3.1509, -0.4790], [0.0659, -4.1144, -1.3606], [1.0000, -4.8435, -0.0515], [-3.1723, -3.7943, 1.4613], [-2.3371, -5.3109, 1.1293], [-2.8481, -4.2835, -0.2099], [-3.1711, 2.2170, 0.0639], [-1.4767, 2.2802, 0.5864], [-2.7525, 2.8846, 1.6443], [-4.6789, -0.3962, 0.4862], [-5.0738, 0.0975, 2.1342], [-4.3008, -1.4613, 1.8511], [-0.7574, 0.1310, 3.2755], [-2.2289, -0.6162, 3.9403], [-2.0169, 1.1379, 3.9739]], "atomic_forces_ev_per_a": [[1.220, 0.260, 0.531], [0.129, -0.268, 0.261], [-0.130, 0.399, 0.063], [0.017, -0.486, 0.217], [-0.015, 0.610, -0.299], [0.161, -0.550, -0.503], [-0.109, -0.085, 0.725], [-0.074, -0.177, -0.570], [0.052, 0.335, 0.514], [-0.927, -1.009, -0.871], [0.255, 0.713, 1.066], [0.209, 0.772, -0.712], [-0.124, -0.814, -0.680], [-0.079, -0.039, 0.243], [-0.051, -0.019, -0.082], [0.002, 0.006, 0.058], [-0.019, -0.033, -0.012], [0.015, 0.031, 0.027], [-0.033, -0.068, -0.098], [0.036, 0.230, -0.101], [-0.111, -0.114, 0.213], [0.019, 0.073, -0.065], [-0.084, 0.055, -0.050], [-0.037, 0.075, -0.050], [-0.030, -0.007, 0.006], [0.009, 0.018, 0.024], [-0.007, 0.004, -0.031], [0.131, -0.014, 0.145], [-0.010, 0.011, -0.008], [0.025, 0.019, 0.008], [-0.011, 0.002, 0.000], [0.012, -0.006, 0.000], [0.035, 0.015, 0.022], [-0.144, 0.110, 0.247], [0.043, 0.047, -0.227], [0.273, 0.077, 0.135], [-0.016, -0.285, 0.121], [-0.798, 0.132, -0.123], [0.030, -0.246, 0.135], [-0.184, -0.069, -0.270], [-0.292, 0.236, 0.103], [0.290, 0.207, 0.015], [0.013, 0.198, 0.163], [0.003, -0.356, 0.005], [0.345, 0.056, -0.054], [-0.146, -0.127, -0.309], [-0.051, 0.029, 0.001], [-0.023, 0.009, 0.002], [-0.014, 0.015, 0.006], [0.038, 0.027, -0.025], [0.019, 0.017, -0.012], [0.034, 0.004, -0.014], [-0.012, -0.063, -0.030], [0.013, 0.019, -0.049], [0.003, -0.013, 0.022], [0.048, -0.023, 0.031], [-0.007, -0.060, -0.068], [-0.025, 0.018, -0.037], [0.039, -0.033, 0.007], [-0.009, 0.003, 0.019], [-0.043, -0.008, 0.103], [0.022, -0.004, 0.016], [0.065, -0.004, 0.017], [0.034, -0.014, -0.008], [0.008, -0.027, -0.003], [0.006, 0.034, 0.055], [-0.021, -0.046, 0.069], [-0.004, 0.033, 0.013], [0.033, 0.052, 0.031], [0.004, 0.016, 0.027], [0.021, 0.067, -0.013], [-0.024, -0.005, -0.041], [-0.045, 0.038, -0.048]], "homo_ev": [-12.98, -13.01], "total_charge": 2, "fmax_ev_per_a": 1.6, "orbital_gap_ha": [0.2725, 0.1475], "multiplicity": 6, "s2": 8.794, "relative_energy_ev": 0.564, "lumo_ev": [-5.562, -8.992]}

No. 2
{"formula": "C24H39N12OSW", "method": "ωB97M-V/def2-TZVPD", "symbols": ["W", "N", "C", "S", "N", "N", "C", "C", "C", "C", "C", "C", "N", "H", "H", "H", "H", "H", "H", "H", "C", "N", "C", "C", "N", "C", "C", "N", "C", "C", "N", "C", "N", "C", "C", "C", "N", "C", "H", "H", "H", "H", "H", "H", "H", "H", "H", "H", "H", "H", "H", "H", "H", "H", "H", "H", "H", "H", "H", "H", "H", "H", "N", "C", "N", "C", "C", "O", "C", "C", "H", "H", "H", "H", "H", "H", "H", "H"], "positions_angstrom": [[-0.0846, 0.1294, 0.3558], [-1.9738, -3.0512, -2.5305], [-1.7238, -2.0670, -1.6761], [-0.0987, -1.6315, -1.4319], [-2.8139, -1.5488, -1.0436], [-2.1482, -0.1689, 0.8761], [-1.3471, -1.2998, 1.2968], [-0.6602, -1.2289, 2.6207], [-0.9724, -1.7683, 3.8478], [-0.0380, -1.6206, 4.8719], [1.1503, -0.9472, 4.6293], [1.3900, -0.4262, 3.3668], [0.4989, -0.5778, 2.3897], [-1.2049, -3.5439, -2.9593], [-2.9063, -3.3309, -2.7957], [-1.6859, -2.2728, 0.9696], [-1.8995, -2.3030, 4.0025], [-0.2364, -2.0386, 5.8499], [1.8910, -0.8325, 5.4081], [2.3044, 0.1010, 3.1261], [-1.7548, 3.2022, -3.5602], [-2.4395, 2.1754, -2.7726], [-3.9028, 2.2846, -2.7085], [-4.2746, 1.0933, -1.8563], [-3.0576, 0.9097, -1.0467], [-3.0347, -0.3172, -0.2903], [-1.9692, 1.4595, -1.7349], [-0.7356, 1.2770, -1.3312], [0.4383, 1.5983, -2.1672], [1.6458, 1.8385, -1.2787], [1.8340, 0.7062, -0.3450], [3.0864, 0.4348, 0.0451], [3.4920, -0.7744, 0.4774], [2.8328, -2.0372, 0.1972], [4.9469, -0.7917, 0.6935], [5.3767, 0.6415, 0.3673], [4.1073, 1.3078, 0.0401], [4.0027, 2.7531, 0.2018], [-2.5097, 3.6941, -4.1674], [-1.0253, 2.7689, -4.2389], [-1.2885, 3.9561, -2.9249], [-4.3329, 2.2446, -3.7060], [-4.1823, 3.2306, -2.2376], [-4.4532, 0.2123, -2.4804], [-5.1413, 1.2708, -1.2233], [-4.0569, -0.4346, 0.0732], [-2.5790, 0.4126, 1.5899], [-3.6672, -2.0705, -1.1844], [0.2974, 2.4917, -2.7621], [0.6270, 0.7582, -2.8414], [1.4942, 2.7776, -0.7409], [2.5227, 1.9523, -1.9171], [1.8105, -2.0439, 0.5665], [3.3750, -2.8197, 0.7234], [2.8371, -2.2675, -0.8712], [5.4068, -1.5161, 0.0221], [5.1760, -1.0829, 1.7181], [6.0642, 0.6934, -0.4757], [5.8426, 1.1374, 1.2176], [4.8248, 3.0812, 0.8347], [3.0714, 3.0142, 0.7012], [4.0732, 3.2835, -0.7466], [-0.1420, 1.9813, 1.4524], [-0.1766, 2.9840, 2.0437], [-0.2151, 4.0890, 2.7007], [-1.0014, 5.2587, 2.2320], [-1.7685, 5.8267, 3.4160], [-0.8878, 6.1133, 4.4774], [-0.2820, 4.9458, 4.9825], [0.6020, 4.3093, 3.9217], [-1.6729, 4.9391, 1.4367], [-0.3013, 6.0002, 1.8438], [-2.5426, 5.1194, 3.7404], [-2.2451, 6.7618, 3.1282], [-1.0453, 4.2327, 5.3190], [0.3260, 5.2392, 5.8361], [1.0026, 3.3540, 4.2577], [1.4221, 4.9800, 3.6602]], "atomic_forces_ev_per_a": [[0.015, -0.102, -0.094], [0.038, -0.014, -0.002], [-0.065, 0.015, 0.016], [-0.009, -0.033, 0.004], [0.050, 0.007, -0.028], [-0.023, -0.058, 0.016], [-0.035, 0.105, 0.038], [0.033, 0.040, -0.034], [0.007, -0.006, 0.027], [-0.021, -0.002, -0.019], [0.002, 0.000, -0.005], [0.016, 0.007, 0.031], [-0.020, -0.016, 0.011], [-0.004, -0.003, -0.002], [-0.004, 0.006, 0.002], [0.005, 0.007, -0.034], [-0.001, -0.001, -0.002], [0.006, 0.001, 0.002], [0.000, 0.000, 0.001], [-0.004, 0.001, -0.013], [0.009, 0.001, 0.000], [-0.019, 0.001, 0.017], [0.010, -0.018, -0.013], [-0.002, 0.002, -0.013], [0.025, -0.015, -0.021], [-0.031, -0.017, 0.041], [0.007, 0.022, 0.003], [-0.027, 0.015, -0.019], [-0.019, 0.014, 0.025], [0.035, 0.014, 0.022], [0.086, -0.006, -0.036], [-0.046, -0.003, -0.040], [-0.013, 0.032, 0.045], [-0.010, -0.003, -0.027], [0.025, 0.006, 0.005], [0.003, -0.004, -0.006], [0.049, -0.009, 0.008], [-0.005, 0.002, 0.007], [0.001, 0.010, 0.006], [-0.005, -0.004, -0.001], [0.002, -0.004, 0.003], [-0.003, -0.002, 0.001], [-0.004, -0.001, -0.002], [-0.006, 0.000, 0.002], [0.004, 0.004, 0.005], [0.009, 0.000, 0.008], [0.003, 0.002, 0.004], [-0.004, -0.001, -0.003], [0.018, -0.008, -0.015], [-0.013, -0.007, 0.007], [-0.005, 0.000, -0.004], [-0.001, -0.005, 0.003], [-0.005, 0.003, 0.017], [-0.002, -0.006, -0.009], [0.003, 0.004, 0.004], [-0.011, 0.000, -0.014], [0.010, -0.007, -0.007], [0.006, 0.002, 0.008], [-0.014, 0.000, 0.012], [0.004, 0.006, -0.009], [-0.007, -0.007, -0.008], [0.000, 0.008, 0.002], [-0.045, 0.024, 0.089], [0.013, 0.000, -0.009], [-0.030, -0.002, 0.013], [-0.001, 0.023, 0.002], [0.003, -0.005, -0.008], [0.010, -0.004, -0.008], [0.006, 0.012, -0.004], [0.006, -0.004, 0.006], [0.005, -0.011, -0.002], [-0.002, 0.000, -0.003], [-0.003, 0.006, 0.001], [-0.005, -0.002, 0.005], [0.003, -0.002, 0.003], [-0.008, -0.003, 0.004], [-0.002, -0.007, -0.012], [0.002, -0.001, 0.004]], "homo_ev": [-15.67, -16.57], "total_charge": 3, "fmax_ev_per_a": 0.1, "orbital_gap_ha": [0.3018, 0.2998], "multiplicity": 3, "s2": 2.022, "relative_energy_ev": 0.000, "lumo_ev": [-7.453, -8.409]}

No. 3
{"formula": "C24H40As2BiN7O5S2", "method": "ωB97M-V/def2-TZVPD", "symbols": ["Bi", "N", "C", "C", "O", "N", "C", "C", "O", "O", "H", "H", "H", "H", "H", "H", "C", "As", "C", "C", "C", "C", "C", "C", "C", "As", "C", "C", "H", "H", "H", "H", "H", "H", "H", "H", "H", "H", "H", "H", "H", "H", "H", "H", "N", "C", "C", "C", "O", "O", "H", "H", "H", "H", "H", "H", "C", "C", "C", "C", "N", "C", "S", "N", "C", "H", "H", "H", "H", "H", "H", "H", "H", "N", "C", "N", "S", "H", "H", "H", "H"], "positions_angstrom": [[-0.4208, 0.0765, 0.0308], [-1.4378, -0.7328, -2.1024], [-0.9832, 0.1982, -3.1157], [-1.2443, 1.6224, -2.6046], [-1.7691, 2.4612, -3.3191], [-0.8547, 1.7894, -1.3376], [-1.3970, 2.9279, -0.6473], [-2.0327, 2.4975, 0.6759], [-2.4982, 3.3244, 1.4320], [-2.0683, 1.2257, 0.9211], [-2.4416, -0.6894, -1.9463], [-1.1642, -1.6970, -2.2816], [0.0948, 0.0599, -3.2656], [-1.5003, 0.0892, -4.0757], [-0.6378, 3.6932, -0.4425], [-2.1782, 3.4047, -1.2519], [1.7236, 3.9827, 1.1989], [0.9155, 2.1501, 1.5008], [0.2988, 2.6161, 3.3099], [2.6162, 1.2762, 1.8875], [3.1458, 1.2135, 3.1703], [4.3694, 0.6127, 3.4125], [5.0911, 0.0828, 2.3564], [4.5557, 0.1100, 1.0797], [3.3172, 0.6918, 0.8302], [2.4732, 0.6508, -0.9374], [3.5303, 2.1650, -1.7295], [3.6113, -0.7043, -1.8519], [2.5908, 4.1447, 1.8423], [0.9581, 4.7224, 1.4404], [2.0191, 4.1281, 0.1636], [0.9273, 3.3754, 3.7856], [0.2646, 1.7130, 3.9129], [-0.7189, 2.9944, 3.2120], [2.5855, 1.6295, 3.9980], [4.7612, 0.5661, 4.4197], [6.0644, -0.3561, 2.5299], [5.1231, -0.3318, 0.2692], [4.5981, 2.0527, -1.5319], [3.1941, 3.1173, -1.3280], [3.3679, 2.1636, -2.8093], [4.6737, -0.4576, -1.8385], [3.2971, -0.7359, -2.8967], [3.4481, -1.6914, -1.4267], [1.7400, -2.0767, 0.9831], [1.2029, -2.9241, 2.0446], [1.0177, -2.1021, 3.3246], [-0.2211, -1.2313, 3.1233], [-1.3066, -1.6493, 3.5560], [-0.0554, -0.1522, 2.4955], [1.7199, -2.5938, 0.1100], [2.7051, -1.8400, 1.2003], [1.8539, -3.7895, 2.2562], [0.2355, -3.3070, 1.7079], [1.8943, -1.4704, 3.4822], [0.8601, -2.7596, 4.1779], [-4.0895, 0.5316, 3.9284], [-4.1867, 0.0899, 2.5150], [-5.0792, 0.5928, 1.5901], [-4.9568, 0.1676, 0.2582], [-4.0444, -0.7119, -0.1109], [-3.2194, -1.1979, 0.8126], [-2.0013, -2.2797, 0.3829], [-3.3137, -0.8375, 2.1159], [-5.8285, 0.7325, -0.8138], [-5.0168, 0.9738, 4.2781], [-3.2984, 1.2806, 3.9837], [-3.8055, -0.3027, 4.5652], [-5.8218, 1.3184, 1.8779], [-2.5328, -1.1739, 2.7829], [-6.8063, 0.9943, -0.4162], [-5.9367, 0.0324, -1.6385], [-5.3577, 1.6351, -1.2035], [1.0871, -2.6946, -4.9338], [1.1877, -3.5066, -3.8617], [1.4609, -4.8061, -4.0884], [0.9995, -2.9278, -2.3226], [1.3471, -3.0161, -5.8523], [1.0545, -1.7041, -4.7646], [1.4326, -5.1996, -5.0143], [1.4078, -5.4342, -3.3060]], "atomic_forces_ev_per_a": [[-0.231, -0.838, -0.038], [0.146, -0.117, -0.180], [-0.228, 0.372, -0.517], [0.375, -0.395, -0.200], [-0.242, 0.214, -0.396], [-0.203, 0.300, 0.007], [-0.064, 0.260, 0.037], [-0.181, 0.416, -0.256], [-0.138, 0.416, 0.251], [0.074, -0.426, -0.054], [-0.091, -0.099, 0.001], [-0.100, 0.167, 0.080], [-0.075, -0.027, 0.017], [0.116, 0.044, 0.071], [-0.156, -0.012, 0.017], [0.112, -0.008, 0.102], [-0.435, -0.370, -0.238], [1.461, 1.894, 1.516], [-0.184, -0.196, -0.040], [-0.020, -0.195, -0.132], [-0.173, 0.130, 0.143], [0.016, 0.067, 0.019], [0.033, -0.057, 0.052], [0.162, -0.036, -0.236], [-0.080, -0.038, 0.096], [1.987, 0.304, -0.832], [-0.464, -0.168, 0.004], [-0.252, 0.085, 0.121], [-0.121, -0.229, 0.028], [-0.017, -0.071, -0.019], [0.007, -0.018, -0.077], [0.006, -0.110, -0.259], [0.011, 0.003, -0.037], [0.019, 0.051, -0.057], [0.029, 0.009, 0.015], [0.007, 0.018, 0.030], [0.013, -0.067, -0.021], [-0.020, -0.004, 0.001], [-0.137, -0.164, 0.109], [-0.032, 0.008, -0.013], [-0.031, 0.019, 0.061], [-0.084, 0.134, 0.164], [-0.093, -0.002, 0.070], [0.033, -0.018, -0.002], [0.007, -0.106, -0.274], [0.161, -0.256, 0.309], [-0.415, -0.001, -0.211], [0.748, -0.182, 0.444], [-0.458, -0.259, 0.367], [-0.210, 0.192, -0.183], [0.258, -0.041, 0.021], [-0.106, 0.032, -0.156], [-0.145, 0.142, -0.041], [0.075, -0.033, 0.131], [0.024, -0.024, 0.053], [0.033, -0.005, -0.003], [0.072, 0.008, 0.059], [-0.441, 0.100, -0.245], [0.170, -0.180, -0.096], [-0.222, 0.211, 0.553], [-0.067, -0.016, -0.328], [-0.345, -0.165, 0.393], [0.437, -0.917, -0.017], [-0.157, 0.013, -0.128], [-0.052, 0.003, 0.030], [-0.065, 0.034, -0.012], [0.044, 0.073, 0.020], [0.006, -0.012, 0.089], [-0.014, 0.098, 0.036], [-0.018, 0.031, -0.141], [-0.052, 0.081, -0.041], [0.028, -0.060, 0.039], [-0.004, 0.113, -0.028], [0.125, -0.258, -0.192], [0.115, -0.052, -0.154], [-0.059, 0.001, -0.285], [-0.125, 0.098, 0.547], [-0.030, 0.085, 0.016], [-0.073, -0.054, -0.008], [0.002, 0.007, 0.017], [0.001, 0.053, 0.011]], "homo_ev": -7.55, "fmax_ev_per_a": 2.8, "orbital_gap_ha": 0.2759, "multiplicity": 1, "relative_energy_ev": 0.135, "lumo_ev": -0.040}